No. 1
10
Properties=species:S:1:pos:R:3:nbo_charge:R:1 method="wB97M-V/def2-TZVPD" smiles="NN(C=O)C=O" relative_energy_kcal_mol=52.22 charge=0 gap_ev=10.51 multiplicity=1
O -1.0834 1.1336 1.7578 -0.51
O 1.0058 -0.6765 1.9181 -0.50
N -0.0430 0.0741 0.0044 -0.36
N -0.1053 -0.0870 -1.3627 -0.64
C -1.0123 0.9186 0.5714 0.53
C 0.8807 -0.6725 0.7250 0.52
H 0.7334 0.2517 -1.8207 0.36
H -0.2431 -1.0412 -1.6131 0.36
H -1.6860 1.3274 -0.1998 0.14
H 1.5532 -1.2283 0.0197 0.10



No. 2
7
Properties=species:S:1:pos:R:3:nbo_charge:R:1 method="wB97M-V/def2-TZVPD" smiles=N.O relative_energy_kcal_mol=10.11 charge=0 gap_ev=10.73 multiplicity=1
O -0.6643 -1.0566 -1.7896 -0.94
N 0.3382 0.4918 1.1688 -1.14
H -1.0849 -0.7343 -0.9781 0.48
H 0.6122 1.4420 0.9479 0.36
H -0.0281 -0.3837 -1.9940 0.46
H 0.7381 -0.1332 0.5031 0.38
H 0.0888 0.3740 2.1419 0.39



No. 3
104
Properties=species:S:1:pos:R:3:lowdin_spin:R:1 method="wB97M-V/def2-TZVPD" relative_energy_kcal_mol=21.01 charge=-1 gap_ev="5.45 / 5.16" multiplicity=2
Br -1.2457 -6.2373 -4.1498 0.00
Co -0.4551 -0.8988 1.5608 1.00
P 2.4343 2.0774 0.0215 0.00
P -0.3062 2.7684 0.9460 0.00
O -1.1562 -1.3054 -0.1524 0.03
O 3.5623 -2.1964 1.7876 0.00
O -2.2430 -0.5657 2.1408 0.00
O 5.0836 -1.8536 0.3007 0.00
O 2.3934 -2.8988 -4.9973 0.00
O 1.1827 -1.5580 0.9531 0.00
O -0.6116 1.3496 0.7417 0.02
O 2.2265 0.6413 0.1734 0.00
O 4.2090 -3.5777 -4.0624 0.00
O -1.3798 -2.0006 -2.2048 -0.05
O 0.2720 -0.3178 3.0383 -0.01
N -1.1225 -2.9832 1.9318 0.04
N -5.4643 -5.5928 0.1414 0.00
N -5.6106 -4.7271 1.0304 0.00
N 3.9159 -2.0656 0.6231 0.00
N -0.6222 -1.7723 -1.2386 -0.03
N 3.0898 -3.0874 -4.0120 0.00
C 6.3962 3.1712 -0.2205 0.00
C -4.6879 -3.8349 1.4820 0.00
C -1.2176 3.5295 2.3325 0.00
C 5.9428 2.3323 1.9837 0.00
C 1.1142 -1.0790 3.8221 0.00
C -3.8156 -4.5623 -1.3622 0.00
C 1.9401 2.6785 -1.6204 0.00
C -0.9564 5.8395 -1.7053 0.00
C 6.8316 2.8476 1.0523 0.00
C 0.7228 -2.0243 -1.3436 0.00
C -4.4204 -1.5094 2.1625 0.00
C -0.5758 5.1486 -0.5710 0.00
C 1.2234 -2.4276 -2.5889 -0.01
C -5.2121 -2.6076 1.9094 0.00
C 1.5857 -1.9070 -0.1889 0.00
C -1.8851 5.3880 3.7010 0.00
C -2.4633 -2.9000 1.8491 0.00
C 1.6055 4.3759 -3.2768 0.00
C -1.0287 4.8375 2.7638 0.00
C -1.2314 -5.3060 1.4774 0.00
C -1.3685 3.1038 -1.5543 0.00
C 1.3835 1.7355 -2.4752 0.00
C -2.6060 -5.2580 1.4284 0.00
C 2.5795 -2.7010 -2.7436 0.00
C -2.9228 4.6311 4.2198 0.00
C -2.2395 2.7626 2.8770 0.00
C -2.8785 -4.7221 -2.3590 0.00
C -4.1072 -6.9536 -1.2436 0.00
C -4.4354 -5.6739 -0.7718 0.00
C 4.1718 2.5100 0.3687 0.00
C -0.5177 -4.1302 1.7190 0.00
C -1.7377 3.7944 -2.6950 0.00
C 1.4811 3.0857 1.2545 0.00
C 3.4541 -2.5790 -1.6688 -0.01
C 2.0544 4.0012 -2.0239 0.00
C -3.1627 -7.1186 -2.2323 0.00
C 2.9743 -2.2079 -0.4198 0.00
C 5.0655 3.0022 -0.5677 0.00
C 4.6160 2.1554 1.6371 0.00
C -3.0187 -1.5850 2.0564 0.00
C -3.0851 3.3142 3.8247 0.00
C -0.7735 3.7765 -0.4970 0.00
C -3.2684 -4.0254 1.5597 0.00
C 0.9285 2.1157 -3.7267 0.00
C -1.5291 5.1625 -2.7696 0.00
C -2.5509 -6.0002 -2.7784 0.00
C 1.0393 3.4366 -4.1242 0.00
H 6.2877 2.0585 2.9705 0.00
H 1.7013 2.6474 2.2332 0.00
H 0.6746 3.7448 -5.0938 0.00
H -1.7449 6.4113 4.0206 0.00
H 1.6793 5.4076 -3.5866 0.00
H 1.9498 -1.4758 3.2271 0.00
H -4.0778 -3.5640 -1.0462 0.00
H 2.4781 4.7365 -1.3546 0.00
H -4.5930 -7.8103 -0.8000 0.00
H -2.1759 3.2643 -3.5286 0.00
H 3.9170 1.7150 2.3353 0.00
H -6.2894 -2.5160 1.9252 0.00
H -0.1169 5.6753 0.2512 0.00
H -0.7057 -6.2399 1.3509 0.00
H -3.1766 -6.1688 1.3161 0.00
H 1.2930 0.7149 -2.1331 0.00
H -2.3935 -3.8533 -2.7800 0.00
H -4.8703 -0.5580 2.4012 0.00
H 0.5639 -4.1216 1.7697 0.00
H -0.2094 5.4290 2.3815 0.00
H 1.7461 4.1424 1.2425 0.00
H 0.5441 -2.5417 -3.4194 0.00
H -2.3389 1.7343 2.5576 0.00
H 0.4742 1.3874 -4.3818 0.00
H 7.8701 2.9829 1.3160 0.00
H -3.8787 2.7185 4.2502 0.00
H 7.0974 3.5467 -0.9504 0.00
H -1.5168 2.0361 -1.4701 0.00
H 4.5090 -2.7705 -1.8032 0.00
H -1.8047 5.7023 -3.6635 0.00
H -3.5979 5.0717 4.9386 0.00
H 0.5826 -1.9249 4.2874 0.00
H 1.5265 -0.4452 4.6220 0.00
H -2.8989 -8.1054 -2.5844 0.00
H -0.7943 6.9070 -1.7629 0.00
H 4.7222 3.2398 -1.5638 0.00



No. 4
12
Properties=species:S:1:pos:R:3:nbo_charge:R:1 method="wB97M-V/def2-TZVPD" smiles="Cl[Si](Cl)(Cl)S1#CC=CC=1" relative_energy_kcal_mol=1.61 charge=0 gap_ev=8.01 multiplicity=1
Cl -2.6034 -2.4297 1.9632 -0.29
Cl -2.3112 -1.7778 -1.2417 -0.31
Cl -3.3396 0.5990 0.4601 -0.32
S 0.0223 -0.4655 0.9265 0.03
Si -2.1939 -1.0682 0.5735 1.26
C 1.3099 1.0323 -0.7822 -0.22
C 2.1847 -0.3982 1.0309 0.02
C 0.0955 0.6770 -0.4273 -0.35
C 2.4379 0.4495 0.0010 -0.55
H 1.6076 1.6017 -1.6428 0.23
H -0.7766 1.0547 -0.7355 0.21
H 3.5668 0.7251 -0.1256 0.28



No. 5
18
Properties=species:S:1:pos:R:3:nbo_charge:R:1 method="wB97M-V/def2-TZVPD" smiles="O=C(/C=C/[C@H]1CN1)CO" relative_energy_kcal_mol=140.50 charge=0 gap_ev=10.06 multiplicity=1
O 1.6499 -1.8430 -0.0336 -0.56
O 2.4812 1.7062 0.1393 -0.77
N -3.0149 0.8843 -0.5315 -0.58
C -0.7712 -0.6561 -0.1123 -0.09
C 2.7711 0.2242 0.0209 -0.18
C 0.2602 0.2103 -0.0283 -0.40
C -2.2626 -0.4106 -0.2568 -0.13
C -3.0464 0.0663 0.7344 -0.26
C 1.4819 -0.6675 -0.0027 0.55
H 3.6762 -0.3004 -0.6291 0.22
H 2.4248 2.3784 -0.6636 0.50
H -2.4005 1.6913 -0.5138 0.34
H -4.0198 -0.2470 1.1255 0.22
H 0.1159 1.2991 -0.0232 0.25
H 3.0196 -0.1094 1.1003 0.22
H -2.6509 -1.2303 -1.1874 0.21
H -0.2258 -1.7720 0.0695 0.26
H -2.4818 0.5946 1.4663 0.20



No. 6
79
Properties=species:S:1:pos:R:3:lowdin_spin:R:1 method="wB97M-V/def2-TZVPD" charge=+3 gap_ev="7.74 / 2.81" multiplicity=5
Rh -1.4670 0.3721 0.1625 1.61
P -0.9069 -1.9181 -0.1317 0.13
P -1.1096 0.8696 -1.9756 0.22
P -3.0102 -0.1446 1.6579 0.19
O 3.4782 -0.7926 -0.4214 -0.06
O -1.4318 2.9456 0.6375 0.15
N 4.8225 -2.4995 0.3225 0.33
N 4.9344 -1.7399 -1.9174 0.40
C -2.9771 6.6457 1.7810 0.03
C -2.7249 0.6719 -2.7817 0.05
C 4.1951 -2.3494 1.6175 0.04
C -0.5961 2.5916 -2.1878 0.05
C 5.3545 -3.0125 -2.4834 0.04
C 4.4866 -0.7361 -2.8513 0.05
C -4.1730 -1.4650 1.1765 0.02
C -2.0705 -2.7160 -1.3217 0.01
C 0.6985 -2.5288 -0.7973 0.03
C -4.1196 1.2653 1.9720 0.04
C 0.6375 1.2396 1.4759 0.06
C -2.4183 4.3481 2.3503 0.02
C -0.9689 -3.0729 1.3216 0.02
C 4.3693 -1.6392 -0.6587 0.01
C -2.0919 4.0860 1.0056 0.01
C -2.6646 6.3836 0.4436 0.00
C -2.2563 5.1080 0.0496 0.02
C -2.8645 5.6218 2.7258 0.00
C 0.0958 -0.0490 -2.9910 0.03
C 6.1459 -3.0947 0.3024 0.04
C -2.3155 -0.5597 3.2901 0.05
C 0.9486 -0.0859 1.6063 0.08
H 0.1269 1.7861 2.2625 0.00
H -1.9576 -2.2884 -2.3292 0.00
H 4.2703 -1.3155 1.9925 0.02
H 6.4322 -3.1699 -2.3507 0.02
H 0.6295 -3.6026 -1.0724 0.01
H 5.1162 -0.7955 -3.7379 0.00
H -0.1996 -1.0929 -3.1453 0.00
H -4.8269 0.9697 2.7528 0.01
H 1.6689 -0.5387 0.9206 0.00
H -3.3017 7.6412 2.0864 0.00
H -2.9818 -0.3884 -2.8959 0.00
H 5.1543 -2.9772 -3.5574 0.00
H 1.0883 -0.0073 -2.5229 0.00
H -1.9701 -3.1675 1.7383 0.00
H 1.4903 -2.4207 -0.0401 0.00
H 4.5829 0.2478 -2.3882 0.01
H 6.8390 -2.4894 -0.2885 0.01
H -3.4945 1.1625 -2.1735 0.01
H 0.1597 0.4355 -3.9743 0.01
H -2.0249 4.8834 -0.9918 0.00
H -3.5685 2.1549 2.2914 0.00
H -0.6314 -4.0675 1.0105 0.01
H -1.2831 3.0749 -2.8871 0.01
H -2.7445 7.1764 -0.3046 0.00
H 6.1121 -4.1121 -0.1043 0.02
H 1.0409 1.8254 0.6487 0.01
H -5.0651 -1.3687 1.8012 0.00
H 0.4234 2.6154 -2.5805 0.00
H -3.0769 -0.3513 4.0499 0.01
H -1.8577 -3.7971 -1.3825 0.00
H 1.0305 -1.9745 -1.6865 0.00
H 4.6982 -3.0277 2.3130 0.00
H 6.5042 -3.1509 1.3324 0.01
H -3.1278 5.8106 3.7743 0.00
H -0.6280 3.1097 -1.2298 0.00
H -3.1115 -2.5877 -0.9976 0.00
H 3.1295 -2.6150 1.5550 0.01
H -2.0337 -1.6147 3.3454 0.00
H -0.2900 -2.7128 2.0956 0.00
H 3.4377 -0.8824 -3.1407 0.03
H 4.8050 -3.8597 -2.0512 0.01
H -1.8526 1.9575 0.7211 0.06
H -2.2833 3.5582 3.0952 0.00
H 0.5723 -0.6756 2.4455 0.00
H -4.6626 1.4999 1.0513 0.00
H -1.4290 0.0514 3.4916 0.00
H -4.4687 -1.3357 0.1334 0.00
H -2.6816 1.1465 -3.7682 0.01
H -3.7597 -2.4644 1.3127 0.00



Number 1: E_tot -338.569980 Eh. Number 2: E_tot -132.976758 Eh. Number 3: E_tot -7608.160664 Eh. Number 4: E_tot -2222.478146 Eh. Number 5: E_tot -439.052455 Eh. Number 6: E_tot -2261.183613 Eh.